Entry 1:
Here is a structure of composition C27H46BrN3OP2Pd in a non-equilibrium geometry from OMol25. Energies are from wB97M-V/def2-TZVPD.

## Properties
Calculated total energy in Ha: -4679.77988
LUMO energy (spin up / spin down) in eV: -6.18 / -8.89
Total charge: +2
Largest force on an atom in eV Å⁻¹: 4.47
Spin multiplicity: 3
HOMO-LUMO gap (spin up / spin down) in eV: 7.35 / 4.75

XYZ file:
```
81
Properties=species:S:1:pos:R:3:lowdin_spin:R:1
N -6.25 4.34 -4.34 0.02
C -5.92 4.70 -3.10 0.00
C -4.94 4.02 -2.37 0.02
C -4.25 2.94 -2.97 0.00
C -4.63 2.56 -4.26 0.02
C -5.64 3.30 -4.91 0.00
C -3.21 2.26 -2.20 0.07
Pd -0.86 -0.29 -2.36 0.55
P 2.98 -0.80 -0.35 0.49
C -2.13 1.49 -2.51 0.02
C -1.24 1.34 -1.35 0.03
C 0.18 1.41 -1.58 0.08
C 1.06 1.38 -0.47 0.02
C 0.57 1.27 0.84 0.12
C -0.79 1.58 1.04 0.01
C -1.69 1.42 0.02 0.05
Br 1.33 0.25 2.17 0.05
H -3.28 2.63 -1.18 0.00
H -1.85 1.21 -3.55 0.01
H -4.73 4.35 -1.35 0.00
H -4.18 1.71 -4.75 0.00
H -6.44 5.57 -2.67 0.00
H -5.96 3.03 -5.92 0.00
H 0.58 1.73 -2.55 0.00
H -2.77 1.52 0.20 0.00
H 2.12 1.53 -0.74 0.01
H -1.18 1.85 2.02 0.00
P -0.31 -2.52 -0.55 0.11
C 3.88 0.66 0.47 0.04
C 5.37 0.85 0.36 0.02
H 3.55 0.66 1.53 0.00
H 3.45 1.60 0.11 0.00
H 5.63 1.79 0.86 0.00
H 5.96 0.07 0.85 0.00
H 5.67 0.94 -0.69 0.00
C 4.07 -1.08 -1.81 0.07
C 5.43 -1.72 -1.59 0.03
H 4.16 -0.12 -2.35 0.00
H 3.49 -1.72 -2.47 0.00
H 6.02 -1.71 -2.52 0.01
H 6.02 -1.19 -0.83 0.00
H 5.36 -2.78 -1.28 0.00
C 3.47 -2.06 0.94 0.06
C 4.65 -1.81 1.88 0.02
H 3.62 -3.00 0.41 0.00
H 2.57 -2.20 1.56 0.00
H 4.63 -2.54 2.71 0.00
H 5.63 -1.93 1.38 0.00
H 4.63 -0.82 2.36 0.00
C -0.15 -3.60 0.96 0.02
C -1.24 -4.63 1.26 0.01
H -0.04 -2.88 1.79 0.00
H 0.82 -4.10 0.84 0.00
H -2.09 -4.20 1.79 0.00
H -1.61 -5.14 0.37 0.00
H -0.82 -5.40 1.91 0.00
C -0.19 -3.85 -1.84 0.01
C -0.77 -3.50 -3.20 0.00
H -0.69 -4.74 -1.41 0.00
H 0.89 -4.09 -1.92 0.00
H -1.78 -3.92 -3.28 0.00
H -0.85 -2.41 -3.38 0.00
H -0.16 -3.93 -3.99 0.00
C -2.13 -2.18 -0.51 0.01
C -2.64 -1.69 0.84 0.00
H -2.63 -3.10 -0.86 0.00
H -2.35 -1.38 -1.27 0.00
H -3.54 -1.08 0.67 0.00
H -2.93 -2.52 1.50 0.00
H -1.91 -1.06 1.36 0.00
C -0.31 4.41 5.64 0.00
N -0.91 3.12 5.52 0.00
C -0.52 2.29 4.51 0.00
N -1.21 1.07 4.48 0.00
O 0.33 2.63 3.68 0.00
H 0.06 4.72 4.66 0.00
H 0.54 4.39 6.33 0.00
H -1.04 5.13 6.00 0.00
H -1.65 2.84 6.14 0.00
H -0.75 0.37 3.91 0.00
H -1.57 0.76 5.37 0.00
```

Entry 2:
Here is the molecule C23H18F3NO2S2 in a non-equilibrium geometry from OMol25. Energies are from wB97M-V/def2-TZVPD.

## Properties
Energy relative to the best compared isomer or geometry (same formula, charge and spin) in kcal/mol: 13.4
Calculated total energy in Ha: -2188.48636
LUMO energy in eV: 0.46
SMILES: N[C@@H](CSC1(c2ccc(C(F)(F)F)cc2)c2ccccc2Sc2ccccc21)C(=O)O
Largest force on an atom in eV Å⁻¹: 2.13
HOMO-LUMO gap in eV: 8.44

XYZ file:
```
49
Properties=species:S:1:pos:R:3:mulliken_charge:R:1
N -0.27 -3.84 2.20 -0.60
C -0.16 -2.52 2.84 0.34
C -0.42 -1.37 1.84 -0.99
S 0.89 -1.33 0.57 -0.23
C 0.27 -0.11 -0.69 2.81
C 0.54 1.25 0.05 -0.02
C -0.39 1.97 0.85 -0.10
C -0.04 3.14 1.51 -1.53
C 1.27 3.64 1.47 0.28
C 1.63 4.99 2.13 0.80
F 1.52 4.83 3.46 -0.25
F 0.77 5.96 1.78 -0.25
F 2.90 5.40 1.81 -0.28
C 2.24 2.88 0.80 -1.10
C 1.88 1.71 0.14 -0.86
C 1.03 -0.36 -2.03 -0.57
C 1.82 0.59 -2.69 -0.38
C 2.57 0.28 -3.81 -0.85
C 2.52 -1.02 -4.30 -0.59
C 1.72 -2.02 -3.69 -0.81
C 0.96 -1.68 -2.56 0.72
S -0.13 -2.88 -1.93 -0.28
C -1.43 -1.75 -1.58 0.95
C -2.74 -2.11 -1.95 -0.80
C -3.77 -1.15 -1.98 -0.51
C -3.50 0.15 -1.61 -1.04
C -2.22 0.47 -1.16 -0.54
C -1.16 -0.43 -1.15 -0.63
C -1.15 -2.31 4.01 0.34
O -2.32 -2.60 3.94 -0.59
O -0.64 -1.76 5.12 -0.45
H -0.13 -3.73 1.22 0.33
H -1.18 -4.29 2.42 0.28
H 0.86 -2.39 3.26 0.32
H -0.37 -0.41 2.31 0.48
H -1.41 -1.45 1.39 0.47
H -1.38 1.63 0.97 0.88
H -0.81 3.62 2.09 0.38
H 3.27 3.17 0.83 0.45
H 2.67 1.14 -0.33 0.63
H 1.80 1.67 -2.42 0.43
H 3.10 1.06 -4.34 0.41
H 3.12 -1.26 -5.17 0.38
H 1.64 -3.02 -4.07 0.43
H -2.88 -3.08 -2.39 0.40
H -4.77 -1.43 -2.30 0.40
H -4.32 0.89 -1.65 0.37
H -2.01 1.51 -0.95 0.63
H -1.39 -1.67 5.70 0.33
```

Entry 3:
Here is a structure of composition C11H16O5PV in a non-equilibrium geometry from OMol25. Energies are from wB97M-V/def2-TZVPD.

## Properties
Energy relative to the best compared isomer or geometry (same formula, charge and spin) in kcal/mol: 0.0
Calculated total energy in Ha: -2089.61193
LUMO energy (spin up / spin down) in eV: -9.79 / -10.29
Total charge: +2
Largest force on an atom in eV Å⁻¹: 6.91
Spin multiplicity: 3
HOMO-LUMO gap (spin up / spin down) in eV: 8.00 / 7.23

XYZ file:
```
34
Properties=species:S:1:pos:R:3:lowdin_spin:R:1
O 5.33 0.66 -2.53 0.00
C 4.30 0.49 -2.08 -0.03
V 1.63 0.46 -1.08 1.72
O 3.32 -1.71 0.75 0.03
C 2.77 -0.94 0.09 0.01
C 0.28 1.77 -1.94 0.01
O -0.42 2.52 -2.47 0.03
C 1.53 -0.94 -2.49 0.05
O 1.32 -1.72 -3.33 0.08
C 2.47 1.87 0.10 0.04
O 2.78 2.74 0.81 0.07
H 2.31 1.28 -2.23 -0.05
C -1.71 -1.75 -1.35 0.00
C -1.67 -0.34 -0.80 0.01
P -0.23 0.05 0.20 0.00
C -0.55 1.62 1.08 0.01
C -1.92 1.69 1.75 0.00
C -0.02 -1.24 1.44 -0.01
C -1.31 -1.62 2.17 0.00
H -1.01 -1.89 -2.16 0.00
H -2.71 -1.94 -1.74 0.00
H -1.51 -2.50 -0.60 0.00
H -1.71 0.40 -1.62 0.00
H -2.54 -0.13 -0.15 0.00
H 0.25 1.75 1.83 0.00
H -0.44 2.44 0.36 0.00
H -1.98 1.05 2.64 0.00
H -2.08 2.73 2.08 0.00
H -2.74 1.44 1.06 0.00
H 0.40 -2.12 0.93 0.00
H 0.74 -0.89 2.15 0.00
H -2.13 -1.88 1.49 0.00
H -1.10 -2.50 2.78 0.00
H -1.65 -0.83 2.85 0.00
```

Entry 4:
Here is a structure of composition C54H54MgN2O2P4S2 in a non-equilibrium geometry from OMol25. Energies are from wB97M-V/def2-TZVPD.

## Properties
Calculated total energy in Ha: -4712.16956
LUMO energy (spin up / spin down) in eV: 2.45 / 2.44
Total charge: -1
Largest force on an atom in eV Å⁻¹: 1.54
Spin multiplicity: 2
HOMO-LUMO gap (spin up / spin down) in eV: 3.25 / 6.89

XYZ file:
```
119
Properties=species:S:1:pos:R:3:lowdin_spin:R:1
Mg -0.26 -1.04 -0.16 0.07
C -2.15 3.06 0.81 0.10
N -1.59 3.82 -0.28 0.01
C -0.17 3.65 -0.61 0.00
P 0.53 1.94 -0.15 0.04
C 0.80 2.39 1.63 0.00
C 1.53 3.53 1.99 0.00
C 1.73 3.86 3.33 0.00
C 1.19 3.08 4.33 0.00
C 0.43 1.97 3.99 0.00
C 0.26 1.63 2.66 0.00
C 2.19 2.24 -0.93 0.01
C 2.16 2.06 -2.31 0.01
C 3.32 2.11 -3.07 0.00
C 4.55 2.30 -2.45 0.00
C 4.59 2.45 -1.07 0.00
C 3.43 2.42 -0.32 0.00
C -2.27 4.90 -0.82 0.00
C -3.20 5.64 -0.07 0.00
C -3.90 6.69 -0.64 0.00
C -3.70 7.06 -1.96 0.00
C -2.79 6.33 -2.71 0.00
C -2.08 5.28 -2.16 0.00
P -2.02 1.17 0.34 0.20
C -3.42 0.46 1.32 0.03
C -4.78 0.78 1.24 0.04
C -5.73 0.08 1.98 0.00
C -5.34 -0.93 2.85 0.04
C -3.99 -1.28 2.93 0.01
C -3.06 -0.60 2.17 0.03
C -2.70 1.39 -1.34 0.05
C -3.80 2.22 -1.62 0.05
C -4.34 2.30 -2.89 0.00
C -3.78 1.57 -3.94 0.06
C -2.67 0.78 -3.69 0.01
C -2.15 0.68 -2.41 0.05
H -3.19 3.33 0.97 0.01
H -1.62 3.23 1.76 0.00
H 0.42 4.45 -0.16 0.00
H -0.03 3.73 -1.69 0.00
H 1.95 4.16 1.22 0.00
H 2.33 4.73 3.57 0.00
H 1.34 3.35 5.37 0.00
H -0.02 1.36 4.77 0.00
H -0.30 0.74 2.41 0.00
H 1.21 1.86 -2.79 0.00
H 3.27 1.98 -4.15 0.00
H 5.46 2.32 -3.03 0.00
H 5.55 2.57 -0.57 0.00
H 3.50 2.52 0.76 0.00
H -3.37 5.40 0.97 0.00
H -4.60 7.25 -0.02 0.00
H -4.24 7.89 -2.39 0.00
H -2.63 6.59 -3.75 0.00
H -1.41 4.72 -2.79 0.00
H -5.12 1.56 0.58 0.00
H -6.78 0.33 1.89 0.00
H -6.08 -1.47 3.43 0.00
H -3.67 -2.08 3.59 0.00
H -2.02 -0.91 2.21 0.00
H -4.24 2.84 -0.85 0.00
H -5.19 2.94 -3.07 0.00
H -4.21 1.63 -4.93 0.01
H -2.21 0.23 -4.50 0.00
H -1.29 0.04 -2.22 0.02
C -3.40 -3.89 -4.68 0.00
C -2.60 -2.86 -3.89 0.00
O -1.46 -3.49 -3.32 0.00
P -1.04 -3.49 -1.75 0.01
S -2.43 -2.60 -0.66 0.04
S 0.87 -2.96 -1.76 0.01
O -1.19 -5.06 -1.36 0.00
C -0.15 -6.02 -1.54 0.00
C -0.03 -6.46 -2.99 0.00
H -4.31 -3.42 -5.06 0.00
H -3.68 -4.71 -4.02 0.00
H -2.82 -4.28 -5.51 0.00
H -3.21 -2.41 -3.11 0.00
H -2.24 -2.07 -4.56 0.00
H -0.42 -6.86 -0.89 0.00
H 0.80 -5.60 -1.19 0.00
H -0.98 -6.83 -3.35 0.00
H 0.73 -7.23 -3.08 0.00
H 0.27 -5.60 -3.60 0.00
N 1.41 -0.27 0.66 0.02
P 2.28 -1.38 1.26 0.00
C 1.33 -2.70 2.12 0.00
C 1.06 -3.96 1.60 0.00
C 0.23 -4.84 2.29 0.00
C -0.32 -4.47 3.51 0.00
C -0.05 -3.22 4.04 0.00
C 0.76 -2.33 3.34 0.00
C 3.47 -0.88 2.57 0.00
C 4.42 -1.74 3.12 0.00
C 5.36 -1.27 4.02 0.00
C 5.37 0.07 4.39 0.00
C 4.42 0.93 3.86 0.00
C 3.48 0.46 2.96 0.00
C 3.42 -2.26 0.12 0.00
C 3.73 -1.54 -1.03 0.00
C 4.66 -2.03 -1.94 0.00
C 5.31 -3.23 -1.69 0.00
C 5.00 -3.95 -0.55 0.00
C 4.06 -3.48 0.35 0.00
H 1.48 -4.24 0.65 0.00
H 0.03 -5.82 1.87 0.00
H -0.96 -5.16 4.04 0.00
H -0.47 -2.93 4.99 0.00
H 0.96 -1.34 3.73 0.00
H 4.42 -2.78 2.85 0.00
H 6.09 -1.95 4.44 0.00
H 6.11 0.44 5.09 0.00
H 4.41 1.98 4.15 0.00
H 2.73 1.11 2.53 0.00
H 3.22 -0.60 -1.21 0.00
H 4.87 -1.47 -2.85 0.00
H 6.04 -3.61 -2.39 0.00
H 5.50 -4.89 -0.35 0.00
H 3.80 -4.07 1.21 0.00
```

Entry 5:
Here is a cluster of 2 separate species, C2H7N2O in total in a non-equilibrium geometry from OMol25. Energies are from wB97M-V/def2-TZVPD.

## Properties
Energy relative to the best compared isomer or geometry (same formula, charge and spin) in kcal/mol: 41.0
Calculated total energy in Ha: -265.09504
LUMO energy in eV: 4.14
Total charge: -1
Largest force on an atom in eV Å⁻¹: 3.34
HOMO-LUMO gap in eV: 6.08

XYZ file:
```
12
Properties=species:S:1:pos:R:3:mulliken_charge:R:1
C 0.63 -2.03 0.73 -0.48
O -0.52 -1.40 0.24 -0.43
H 0.74 -2.82 -0.03 0.18
H 1.59 -1.31 0.67 0.15
H 0.69 -2.50 1.70 0.23
N 0.46 2.27 -0.66 -0.50
C -0.58 1.48 -0.04 -0.55
N -1.68 1.37 -0.74 -0.74
H 1.38 1.97 -0.37 0.29
H 0.17 2.55 -1.59 0.30
H -0.51 -0.41 0.37 0.25
H -2.38 0.81 -0.27 0.29
```

Entry 6:
Here is a structure of composition H41O20 in a non-equilibrium geometry from OMol25. Energies are from wB97M-V/def2-TZVPD.

## Properties
Energy relative to the best compared isomer or geometry (same formula, charge and spin) in kcal/mol: 178.4
Calculated total energy in Ha: -1528.92195
LUMO energy in eV: -2.77
Total charge: +1
Largest force on an atom in eV Å⁻¹: 16.06
HOMO-LUMO gap in eV: 10.33

XYZ file:
```
61
Properties=species:S:1:pos:R:3:mulliken_charge:R:1
O 0.77 -1.51 -3.20 -0.66
H 0.44 2.26 1.50 0.19
O -2.28 3.60 -1.55 -0.65
H -2.22 3.51 -2.58 0.33
H -1.61 4.16 -1.09 0.28
O -1.57 3.25 2.61 -0.55
H -2.32 3.17 3.27 0.27
H -1.99 3.69 1.92 0.28
O -3.17 0.64 1.03 -0.57
H -3.58 1.00 0.37 0.31
H 1.87 0.79 -0.24 0.18
O 4.44 2.46 -1.52 -0.56
H 0.05 4.79 2.93 0.22
H -2.36 1.09 1.29 0.30
O -0.05 4.92 2.13 -0.53
H 2.54 -1.98 0.80 0.14
H 0.62 5.21 1.42 0.32
O 3.18 -2.67 0.56 -0.60
H 2.80 0.12 -1.36 0.26
H -4.44 -0.82 -1.73 0.30
O 2.26 -0.26 4.23 -0.63
H 3.08 -0.79 3.98 0.32
H 1.87 -0.65 4.97 0.31
O 0.29 -1.39 2.09 -0.49
H 1.22 -1.12 2.17 0.23
H 3.78 2.56 -0.94 0.24
O -0.61 -4.38 3.41 -0.64
H -0.15 -4.32 2.46 0.33
H -0.47 -5.30 3.60 0.31
O 4.47 -1.70 -2.90 -0.64
H 4.34 -0.74 -2.94 0.31
H 3.64 -2.32 1.38 0.39
O 0.49 1.10 -2.25 -0.46
H 0.57 1.30 -3.16 0.27
H 0.08 0.28 -2.00 0.21
O 0.47 2.53 -4.96 -0.57
H 0.15 2.37 -5.89 0.30
H 0.75 3.37 -4.80 0.26
O -0.07 1.42 1.44 -0.53
H -2.70 -2.23 -0.38 0.58
H -0.54 1.63 2.38 0.38
O 2.45 0.02 -0.34 -0.39
H 4.99 -2.06 -2.12 0.33
H 1.04 -1.65 -4.26 0.33
O -1.66 -2.53 -0.95 -0.49
H -0.97 -2.31 -0.39 0.29
H -1.29 -1.90 -1.59 0.40
O 1.88 -5.43 1.84 -0.68
H 1.72 -5.00 2.69 0.31
H 2.19 -4.56 1.29 0.38
O -3.53 -0.76 -1.33 -0.62
H 1.52 -1.91 -2.63 0.36
H -3.33 0.14 -1.68 0.25
O -4.46 2.01 -0.99 -0.59
H -3.94 2.79 -1.36 0.35
H -5.30 2.29 -0.72 0.26
O -3.36 -2.08 0.78 -0.60
H -3.69 -1.16 1.01 0.45
H -2.66 -2.14 1.53 0.38
H 4.64 3.48 -1.65 0.32
H 0.07 -0.63 1.51 0.26
```

Entry 7:
Here is the molecule C16H12Cl2N6 in a non-equilibrium geometry from OMol25. Energies are from wB97M-V/def2-TZVPD.

## Properties
Calculated total energy in Ha: -1865.79709
LUMO energy in eV: 0.15
SMILES: Nc1nc(N)c2c(ncc3c2ccn3Cc2ccc(Cl)cc2Cl)n1
Largest force on an atom in eV Å⁻¹: 5.16
HOMO-LUMO gap in eV: 7.80

XYZ file:
```
36
Properties=species:S:1:pos:R:3:mulliken_charge:R:1
N 2.11 -4.38 4.24 -0.42
C 1.71 -3.53 3.33 0.29
N 2.42 -3.73 2.31 -0.47
C 1.96 -3.07 1.31 0.24
N 2.69 -3.35 0.19 -0.37
C 1.02 -2.05 1.37 0.68
C 0.41 -1.90 2.59 0.08
N -0.59 -1.04 2.80 -0.68
C -1.04 -0.36 1.74 -0.66
C -0.26 -0.29 0.55 -0.09
C 0.81 -1.10 0.42 1.08
C 1.36 -0.83 -0.94 -1.04
C 0.48 0.01 -1.55 -0.44
N -0.55 0.30 -0.70 0.39
C -1.86 0.86 -1.13 -1.15
C -1.82 2.32 -1.58 0.65
C -1.97 2.57 -2.94 -0.46
C -1.91 3.88 -3.47 -0.37
C -1.64 4.96 -2.76 0.02
Cl -1.76 6.64 -3.30 -0.19
C -1.24 4.67 -1.44 -0.53
C -1.28 3.38 -0.83 0.40
Cl -0.62 3.17 0.78 -0.17
N 0.83 -2.61 3.58 -0.69
H 1.80 -4.15 5.15 0.26
H 3.03 -4.76 4.02 0.27
H 3.30 -4.16 0.20 0.25
H 2.26 -2.94 -0.66 0.14
H -1.85 0.26 1.88 0.52
H 2.17 -1.38 -1.57 0.31
H 0.64 0.55 -2.44 0.48
H -2.66 0.61 -0.34 0.29
H -2.31 0.27 -1.89 0.47
H -2.33 1.72 -3.60 0.24
H -2.44 3.92 -4.44 0.28
H -0.91 5.53 -0.90 0.40
```

Entry 8:
Here is the molecule C4H5N3O in a non-equilibrium geometry from OMol25. Energies are from wB97M-V/def2-TZVPD.

## Properties
Energy relative to the best compared isomer or geometry (same formula, charge and spin) in kcal/mol: 135.3
Calculated total energy in Ha: -394.75196
LUMO energy in eV: 0.81
SMILES: CC1=NNC(=C=N)O1
Largest force on an atom in eV Å⁻¹: 7.44
HOMO-LUMO gap in eV: 7.96

XYZ file:
```
13
Properties=species:S:1:pos:R:3:mulliken_charge:R:1
C 2.44 0.50 -0.93 -1.07
C 1.24 0.42 -0.02 0.76
N 0.90 0.40 1.18 -0.55
N -0.41 0.13 1.47 -0.12
C -1.13 -0.29 0.22 0.35
C -2.44 -0.85 0.21 0.08
N -3.61 -1.06 -0.01 -0.54
O -0.07 -0.12 -0.73 -0.39
H 3.20 1.08 -0.56 0.37
H 2.15 0.98 -1.82 0.32
H 2.67 -0.58 -1.12 0.24
H -0.78 -0.33 2.37 0.30
H -4.16 -0.29 -0.27 0.25
```

> Which of these has the highest calculated total energy?

C2H7N2O

> Number 7 is which compound?

C16H12Cl2N6